# C10H40FeO18S2

C10H40FeO18S2 as an isolated structure at a distorted geometry (ωB97M-V/def2-TZVPD, OMol25).

## Properties
- Frontier orbital gap (spin up / spin down): 9.09 / 8.33 eV
- Molar mass: 568.391 u
- Net charge: -1
- Expectation value of S²: 8.76
- HOMO (spin up / spin down): -6.84 / -6.81 eV
- Strongest force on any atom: 2.85 eV Å⁻¹
- DFT total energy: -3819.48076 hartree
- Multiplicity: 6
- LUMO level (spin up / spin down): 2.2 / 1.5 eV

XYZ file:
```
71
C10H40FeO18S2 (ωB97M-V/def2-TZVPD)
Fe -0.20 -0.84 2.24
S -1.24 0.07 4.51
O -1.10 0.66 3.12
O -0.67 -1.28 4.11
O -0.39 0.77 5.44
O -2.61 -0.06 4.93
S 0.25 -0.22 -0.38
O -0.73 0.30 0.64
O -0.47 -0.82 -1.50
O 1.19 0.81 -0.81
O 0.84 -1.21 0.58
C -3.50 0.65 -2.16
O -3.22 -0.65 -1.65
H -3.94 0.57 -3.16
H -4.19 1.18 -1.50
H -2.59 1.25 -2.21
H -2.25 -0.70 -1.58
C -3.11 -1.57 1.54
O -1.76 -2.07 1.68
H -3.51 -1.79 0.55
H -3.73 -2.02 2.31
H -3.11 -0.50 1.71
H -1.77 -3.00 1.44
C 1.95 1.36 2.48
O 1.60 0.00 2.86
H 2.79 1.34 1.78
H 1.12 1.84 1.98
H 2.19 1.89 3.40
H 2.44 -0.46 2.97
C -2.05 -3.90 -1.55
O -0.78 -3.55 -1.01
H -2.85 -3.66 -0.84
H -2.27 -3.34 -2.46
H -2.05 -4.98 -1.69
H -0.61 -2.62 -1.24
C -0.30 3.32 -2.63
O 0.59 2.32 -3.10
H 0.27 4.17 -2.22
H -0.90 3.67 -3.47
H -0.95 2.96 -1.82
H 0.81 1.74 -2.36
C 1.62 -3.35 3.65
O 0.83 -2.88 2.56
H 2.67 -3.33 3.34
H 1.44 -2.68 4.48
H 1.35 -4.36 3.95
H 0.96 -3.43 1.77
C -0.93 -0.82 -5.14
O -0.45 -1.71 -4.12
H -1.94 -1.11 -5.43
H -0.91 0.21 -4.78
H -0.25 -0.87 -5.99
H -0.46 -1.21 -3.30
C -1.49 3.47 1.04
O -2.38 2.49 0.55
H -0.45 3.30 0.72
H -1.77 4.47 0.72
H -1.48 3.44 2.14
H -1.90 1.65 0.62
C 3.95 3.20 -1.22
O 3.00 2.92 -0.20
H 4.31 4.22 -1.10
H 4.81 2.52 -1.12
H 3.56 3.09 -2.23
H 2.45 2.21 -0.55
C 4.33 -0.62 -0.01
O 3.62 -0.45 -1.21
H 4.89 0.28 0.28
H 3.65 -0.81 0.83
H 5.02 -1.46 -0.13
H 2.77 -0.02 -1.01
```